(1)
The following is a DFT calculation (ωB97M-V/def2-TZVPD) of a single C26H43NO3 molecule.

XYZ file:
```
73
Properties=species:S:1:pos:R:3
C -6.76 -3.04 2.01
C -5.33 -2.63 2.36
C -4.36 -2.81 1.19
C -4.66 -1.96 -0.05
C -4.57 -0.46 0.22
C -4.79 0.39 -1.04
C -3.78 0.18 -2.16
H -3.86 -0.84 -2.54
C -2.33 0.44 -1.73
C -1.40 0.31 -2.90
C -0.72 -0.78 -3.24
C -0.69 -2.09 -2.53
H -1.52 -2.18 -1.82
H -0.80 -2.89 -3.27
C 0.64 -2.29 -1.78
C 0.71 -1.44 -0.52
C 2.10 -1.46 0.12
C 2.15 -0.59 1.37
C 3.55 -0.53 1.97
C 3.59 0.35 3.23
C 3.38 1.81 2.87
O 2.29 2.34 2.84
N 4.52 2.46 2.59
H 5.39 1.95 2.54
C 4.54 3.83 2.12
H 3.52 4.20 2.23
H 5.20 4.43 2.77
C 5.02 3.94 0.67
C 4.28 3.01 -0.26
C 4.97 2.18 -1.13
C 4.30 1.35 -2.01
C 2.91 1.32 -2.03
C 2.21 2.13 -1.13
C 2.89 2.98 -0.28
H 2.32 3.60 0.40
O 0.84 2.06 -1.16
H 0.48 2.59 -0.44
O 2.26 0.51 -2.90
H 1.31 0.58 -2.74
H 4.84 0.71 -2.69
H 6.05 2.18 -1.13
H 6.09 3.71 0.62
H 4.89 4.97 0.34
H 2.78 0.04 3.91
H 4.54 0.23 3.75
H 3.87 -1.54 2.24
H 4.25 -0.13 1.23
H 1.45 -0.98 2.12
H 1.83 0.43 1.13
H 2.37 -2.48 0.37
H 2.83 -1.09 -0.61
H -0.03 -1.80 0.21
H 0.45 -0.40 -0.76
H 1.46 -2.03 -2.44
H 0.75 -3.34 -1.51
H -0.09 -0.74 -4.12
H -1.33 1.19 -3.52
H -2.26 1.45 -1.33
H -2.05 -0.26 -0.95
H -4.03 0.85 -2.98
H -5.79 0.19 -1.43
H -4.77 1.45 -0.74
H -5.33 -0.18 0.95
H -3.60 -0.23 0.65
H -5.66 -2.20 -0.43
H -3.94 -2.24 -0.82
H -4.36 -3.86 0.89
H -3.35 -2.57 1.54
H -5.31 -1.60 2.70
H -4.98 -3.25 3.18
H -7.18 -2.37 1.27
H -7.38 -2.99 2.90
H -6.78 -4.05 1.62
```

Output
HOMO-LUMO gap: 8.9 eV
LUMO: 0.74 eV
ΔE to the lowest compared entry with this formula, charge and spin: 3.78 kcal/mol
Structure (SMILES): CCCCCCCC/C=C\CCCCCCCC(=O)NCCc1ccc(O)c(O)c1


(2)
The following is a DFT calculation (ωB97M-V/def2-TZVPD) of 5 unconnected molecules or ions with the total composition C2H12O5.

XYZ file:
```
19
Properties=species:S:1:pos:R:3
C 2.52 -0.55 1.85
C 1.88 -0.07 0.79
O 1.25 1.15 0.76
H 3.09 -1.45 1.64
H 2.54 -0.02 2.79
H 1.71 -0.64 -0.13
H 0.32 1.01 0.59
H -3.94 -1.42 2.77
H -3.07 -2.02 1.77
O -3.11 -1.26 2.34
H -2.13 1.43 0.33
H -1.50 0.30 -0.55
O -1.44 0.76 0.29
H -1.50 -0.85 -3.03
H -0.33 0.01 -2.70
O -0.77 -0.81 -2.39
H 1.73 1.76 -3.06
H 1.64 1.24 -1.66
O 1.09 1.45 -2.40
```

Output
HOMO-LUMO gap: 9.4 eV
LUMO: 0.51 eV
ΔE to the lowest compared entry with this formula, charge and spin: 18.63 kcal/mol
Structure (SMILES): C=CO.O.O.O.O


(3)
The following is a DFT calculation (ωB97M-V/def2-TZVPD) of a molecular structure, C2H6Hg2O2.

XYZ file:
```
12
Properties=species:S:1:pos:R:3
Hg -0.44 -0.91 2.48
Hg 2.05 1.00 -2.07
C -0.67 3.90 1.39
O 0.04 2.79 0.98
H -1.57 3.57 1.92
H -0.10 4.65 1.92
H -0.97 4.53 0.55
C 0.30 -3.92 -1.43
O 0.49 -2.58 -1.00
H 1.24 -4.44 -1.61
H -0.20 -4.58 -0.72
H -0.18 -4.01 -2.41
```

Output
HOMO-LUMO gap: 3.3 eV
LUMO: -12.92 eV
ΔE to the lowest compared entry with this formula, charge and spin: 128.07 kcal/mol
Total charge: +2


(4)
The following is a DFT calculation (ωB97M-V/def2-TZVPD) of 2 unconnected molecules or ions with the total composition C4H5ClN2O.

XYZ file:
```
13
Properties=species:S:1:pos:R:3
C -1.21 0.12 2.22
C -0.34 1.13 -0.66
C 0.83 -1.09 -0.84
C 0.88 0.42 -0.99
N -0.71 0.58 3.16
N -1.60 -0.49 1.17
O -0.94 2.12 -0.73
Cl 1.99 1.18 0.23
H 0.52 -1.35 0.17
H 0.10 -1.49 -1.53
H 1.80 -1.51 -1.06
H 1.24 0.72 -1.99
H -2.55 -0.34 0.86
```

Output
HOMO-LUMO gap (spin up / spin down): 6.2 / 6.2 eV
LUMO (spin up / spin down): -1.79 / -1.80 eV
ΔE to the lowest compared entry with this formula, charge and spin: 95.82 kcal/mol


(5)
The following is a DFT calculation (ωB97M-V/def2-TZVPD) of a single C3H8N4 molecule.

XYZ file:
```
15
Properties=species:S:1:pos:R:3
C -1.37 -0.59 -0.20
C -1.33 0.94 0.26
C 0.07 -0.94 0.11
N 2.56 -0.68 -0.02
N 2.06 0.50 -0.03
N -0.06 1.51 -0.06
N 0.81 0.47 0.15
H -2.05 -1.27 0.27
H -1.53 -0.80 -1.22
H -2.14 1.69 0.05
H -1.34 0.88 1.38
H 0.10 -1.54 1.09
H 0.57 -1.57 -0.62
H 3.52 -0.58 -0.18
H 0.12 1.97 -1.01
```

Output
HOMO-LUMO gap: 9.1 eV
LUMO: 1.01 eV
ΔE to the lowest compared entry with this formula, charge and spin: 96.69 kcal/mol
Structure (SMILES): [H]/N=N/N1CCCN1